A | The following is a DFT calculation (ωB97M-V/def2-TZVPD) of 3 unconnected molecules or ions with the total composition C4H15N2O.

ORCA input file:
```
! RIJCOSX wB97M-V def2-TZVPD def2/J DEFGRID3
* xyz 1 1
C -1.231 -1.891 -0.560
C -1.837 -1.065 -1.728
C -1.326 0.383 -1.869
C 2.792 1.834 1.666
N 2.505 0.483 1.258
N -1.625 -1.308 0.674
H -0.132 -1.853 -0.653
H -1.523 -2.932 -0.681
H -1.618 -1.631 -2.632
H -2.882 -0.973 -1.457
H -0.429 0.439 -1.211
H -2.121 1.067 -1.583
H 2.650 1.909 2.750
H 2.301 2.595 1.077
H 3.863 2.041 1.499
H -1.006 0.727 -2.852
H 1.513 0.341 0.982
H -1.414 -1.882 1.489
H -1.214 -0.369 0.712
H -0.104 1.618 0.753
H 2.861 -0.218 1.894
O -0.021 0.685 0.472
*
```

Output
Kohn-Sham gap ... 3.86 eV

B | The following is a DFT calculation (ωB97M-V/def2-TZVPD) of 3 unconnected molecules or ions with the total composition C4H15N2O.

ORCA input file:
```
! RIJCOSX wB97M-V def2-TZVPD def2/J DEFGRID3
* xyz 1 1
C -1.347 -0.094 1.674
C -1.492 -1.024 0.504
C -0.457 -0.825 -0.638
C -0.270 0.620 -1.088
N -1.518 1.252 -1.419
N 2.939 0.038 -0.605
H -2.130 0.654 1.774
H -1.378 -0.690 2.587
H -2.512 -0.887 0.120
H -1.398 -2.068 0.804
H 0.531 -1.086 -0.257
H -0.602 -1.485 -1.490
H 0.430 0.536 -1.954
H 0.236 1.215 -0.339
H -1.295 2.195 -1.727
H -1.973 0.756 -2.184
H -0.277 0.368 1.660
H 3.106 -0.895 -0.966
H 2.461 0.121 0.311
H 3.847 0.496 -0.556
H 1.826 0.385 2.297
O 1.275 0.420 1.492
*
```

Output
Kohn-Sham gap ... 4.37 eV

According to the calculations, the structures order from most to least stable as B, A.